Density functional theory data (ωB97M-V with the def2-TZVPD basis set) for C24H25N4OTi as an isolated structure.

Its HOMO energy is -11.2 eV. Its net charge is +1.

Geometry (Å):
C 2.18 -0.11 2.60
C 2.31 -0.77 1.34
C 2.03 0.16 0.30
H 2.67 -1.79 1.18
C 1.70 1.41 0.91
C 1.80 1.25 2.33
H 1.53 2.36 0.40
C -1.08 -1.82 2.84
C 0.04 -2.38 2.16
C -0.21 -2.29 0.75
H 0.90 -2.86 2.63
C -1.48 -1.67 0.56
C -2.00 -1.35 1.86
H 2.14 -0.01 -0.77
H 1.67 2.05 3.05
H 2.40 -0.53 3.57
H -2.99 -0.91 2.04
H 0.41 -2.69 -0.06
H -1.23 -1.82 3.92
Ti 0.06 -0.11 1.66
C -2.29 -1.56 -0.72
C -3.60 -2.34 -0.57
C -1.51 -2.09 -1.92
H -3.41 -3.39 -0.35
H -4.17 -2.29 -1.51
H -4.23 -1.92 0.22
H -1.26 -3.15 -1.77
H -0.58 -1.53 -2.10
H -2.14 -2.03 -2.82
C -2.66 -0.07 -0.94
C -1.46 0.81 -0.95
H -3.33 0.27 -0.14
H -3.19 0.02 -1.90
O -0.75 0.95 0.10
N -1.17 1.48 -2.05
C -0.10 2.50 -2.18
H -1.75 1.33 -2.87
C 1.20 1.93 -2.69
C 2.40 2.58 -2.37
H 2.35 3.52 -1.81
C 3.63 2.03 -2.74
H 4.55 2.52 -2.45
C 3.66 0.85 -3.49
H 4.62 0.42 -3.79
C 2.46 0.24 -3.88
H 2.48 -0.67 -4.49
C 1.23 0.78 -3.49
H 0.29 0.33 -3.83
H 0.04 2.96 -1.20
H -0.48 3.26 -2.87
N -0.58 0.74 3.39
C -0.79 1.01 4.52
N -1.26 1.37 5.63
C -0.72 1.46 6.82
N -0.35 1.58 7.93

=====

Density functional theory data (ωB97M-V with the def2-TZVPD basis set) for C7H14O10Tl as an isolated structure.

Its HOMO energy is -13.2 eV. Its net charge is +1.

Geometry (Å):
Tl -15.87 10.72 -7.14
O -14.34 9.31 -5.59
H -14.28 9.63 -4.67
O -12.27 11.59 -10.32
C -12.41 10.98 -9.15
O -11.53 10.19 -8.77
O -13.41 11.11 -8.41
H -11.37 11.33 -10.60
C -19.51 11.38 -3.82
O -18.56 12.30 -3.32
C -17.33 12.30 -3.78
O -16.93 11.66 -4.74
O -16.60 13.14 -3.10
C -15.45 13.75 -3.69
H -19.79 10.71 -3.00
H -19.18 10.83 -4.70
H -20.44 11.86 -4.13
H -15.29 14.62 -3.06
H -15.65 14.01 -4.73
H -14.61 13.06 -3.74
C -14.77 12.99 -11.31
O -16.19 13.17 -11.32
C -16.94 12.25 -10.77
O -16.64 11.48 -9.88
O -18.11 12.26 -11.38
C -19.07 11.28 -11.04
H -14.49 12.00 -11.68
H -14.42 13.22 -10.31
H -14.33 13.73 -11.98
H -19.19 11.17 -9.96
H -18.78 10.31 -11.43
H -20.05 11.55 -11.42

=====

Density functional theory data (ωB97M-V with the def2-TZVPD basis set) for C6H9NO in the gas phase.

Its HOMO energy is -8.0 eV. The SMILES is O[C@]12C[C@H]3CN3[C@@H]1C2. Its net charge is 0.

Geometry (Å):
O 0.26 -1.65 -0.67
C 0.95 -0.47 -0.27
C 0.63 -0.33 1.29
C -0.88 -0.09 1.16
C -1.38 1.25 0.94
N -1.24 0.40 -0.33
C 0.15 0.81 -0.72
C 1.29 0.23 -1.52
H 0.84 -2.43 -0.65
H 1.14 0.55 1.68
H 0.85 -1.26 1.72
H -1.54 -0.83 1.51
H -2.34 1.61 1.25
H -0.67 2.13 1.02
H 0.43 1.74 -0.18
H 1.13 -0.43 -2.38
H 2.17 0.83 -1.59

=====

Density functional theory data (ωB97M-V with the def2-TZVPD basis set) for a 9-piece molecular cluster, C54H135N9 overall.

Its HOMO energy is -7.8 eV. The SMILES is CCN(CC)CC.CCN(CC)CC.CCN(CC)CC.CCN(CC)CC.CCN(CC)CC.CCN(CC)CC.CCN(CC)CC.CCN(CC)CC.CCN(CC)CC. Its net charge is 0.

Geometry (Å):
C -1.05 0.53 -5.93
C -2.00 1.34 -5.02
N -3.33 1.46 -5.73
C -4.29 2.42 -5.25
C -3.74 3.82 -4.87
C -3.93 0.16 -6.03
C -4.30 -0.61 -4.78
H -1.27 0.61 -6.99
H -1.05 -0.53 -5.70
H 0.01 0.78 -5.82
H -2.12 0.86 -4.05
H -1.50 2.29 -4.84
H -5.05 2.50 -6.04
H -4.80 2.09 -4.34
H -4.57 4.47 -4.60
H -3.13 3.77 -3.97
H -3.09 4.32 -5.59
H -3.40 -0.35 -6.84
H -4.90 0.37 -6.48
H -5.00 -1.42 -4.96
H -4.82 0.08 -4.13
H -3.51 -1.21 -4.32
C 4.46 3.39 2.26
C 5.96 3.64 2.08
N 6.80 2.53 2.60
C 8.06 2.44 1.94
C 8.99 3.66 2.10
C 6.87 2.63 4.07
C 7.44 1.47 4.77
H 4.27 2.37 1.93
H 3.91 4.16 1.72
H 4.29 3.36 3.34
H 6.08 3.63 0.99
H 6.15 4.69 2.31
H 8.33 1.45 2.30
H 7.84 2.30 0.88
H 10.05 3.44 1.93
H 8.65 4.53 1.55
H 9.02 4.12 3.09
H 5.88 2.77 4.51
H 7.41 3.54 4.36
H 7.58 1.65 5.83
H 8.43 1.14 4.45
H 6.70 0.66 4.77
C 1.84 -6.30 -4.10
C 0.41 -5.84 -4.17
N 0.18 -4.71 -5.08
C 0.48 -3.39 -4.55
C 1.38 -2.69 -5.57
C -1.13 -4.76 -5.69
C -2.32 -4.48 -4.69
H 2.26 -6.74 -5.00
H 2.02 -6.99 -3.28
H 2.54 -5.47 -3.96
H -0.22 -6.70 -4.40
H 0.18 -5.66 -3.12
H -0.39 -2.73 -4.53
H 0.89 -3.36 -3.54
H 1.57 -1.70 -5.15
H 2.31 -3.12 -5.93
H 0.81 -2.61 -6.50
H -1.26 -5.75 -6.13
H -1.30 -4.06 -6.50
H -2.63 -3.48 -4.41
H -2.27 -4.92 -3.69
H -3.17 -4.89 -5.24
C -1.29 -4.51 2.12
C -1.17 -5.82 2.91
N -1.58 -6.97 2.13
C -2.16 -8.03 2.96
C -2.71 -9.16 2.05
C -0.40 -7.41 1.38
C -0.49 -7.59 -0.15
H -2.00 -4.45 1.29
H -0.34 -4.47 1.59
H -1.40 -3.65 2.78
H -0.29 -5.96 3.53
H -1.85 -5.60 3.73
H -1.51 -8.58 3.64
H -2.99 -7.69 3.58
H -3.26 -8.76 1.19
H -1.94 -9.81 1.62
H -3.30 -9.93 2.54
H -0.06 -8.34 1.83
H 0.49 -6.78 1.41
H -1.30 -8.28 -0.39
H 0.44 -8.04 -0.50
H -0.72 -6.70 -0.73
C 2.48 4.68 -2.15
C 1.84 5.99 -2.75
N 0.50 6.48 -2.25
C 0.25 6.52 -0.86
C -0.98 5.64 -0.54
C -0.02 7.53 -3.06
C 0.69 8.93 -2.92
H 3.46 4.49 -2.58
H 1.89 3.79 -2.39
H 2.64 4.90 -1.09
H 2.45 6.89 -2.67
H 1.75 5.87 -3.83
H 1.12 6.00 -0.47
H 0.20 7.49 -0.36
H -0.74 4.63 -0.88
H -1.10 5.52 0.53
H -1.92 6.09 -0.87
H -1.04 7.60 -2.68
H -0.09 7.21 -4.10
H 0.06 9.63 -3.46
H 1.71 8.98 -3.31
H 0.81 9.26 -1.89
C 5.63 -4.80 0.02
C 4.54 -4.08 0.84
N 5.20 -3.36 1.92
C 4.33 -2.39 2.60
C 4.98 -1.46 3.70
C 5.91 -4.23 2.84
C 5.07 -5.30 3.59
H 6.02 -5.74 0.42
H 6.49 -4.15 -0.16
H 5.14 -4.97 -0.93
H 3.99 -3.21 0.48
H 3.77 -4.76 1.23
H 4.00 -1.64 1.88
H 3.42 -2.95 2.83
H 4.30 -0.67 4.00
H 5.16 -2.02 4.62
H 5.92 -1.03 3.37
H 6.56 -3.61 3.46
H 6.69 -4.80 2.34
H 4.92 -6.22 3.03
H 4.09 -4.93 3.88
H 5.54 -5.71 4.48
C -3.29 4.10 3.27
C -2.63 3.99 4.65
N -2.22 2.62 4.83
C -1.22 2.51 5.87
C 0.26 2.62 5.39
C -3.39 1.95 5.43
C -3.54 0.49 4.99
H -4.06 4.86 3.39
H -3.70 3.17 2.87
H -2.64 4.56 2.52
H -1.78 4.67 4.69
H -3.33 4.39 5.38
H -1.42 3.07 6.78
H -1.28 1.53 6.35
H 0.46 2.10 4.45
H 0.48 3.69 5.33
H 1.09 2.35 6.04
H -4.33 2.36 5.04
H -3.34 2.01 6.52
H -4.51 0.18 5.36
H -2.85 -0.26 5.37
H -3.52 0.48 3.90
C -4.43 3.82 -0.40
C -5.46 2.99 0.31
N -5.98 1.87 -0.43
C -5.05 0.79 -0.66
C -4.83 -0.08 0.62
C -6.80 2.21 -1.57
C -7.87 3.25 -1.22
H -4.74 4.10 -1.41
H -3.49 3.29 -0.52
H -4.13 4.72 0.14
H -5.20 2.65 1.31
H -6.29 3.65 0.56
H -5.42 0.08 -1.40
H -4.15 1.10 -1.21
H -5.76 -0.42 1.08
H -4.25 -0.96 0.36
H -4.24 0.46 1.37
H -7.32 1.31 -1.90
H -6.21 2.55 -2.41
H -8.47 3.36 -2.12
H -7.59 4.29 -1.07
H -8.38 2.97 -0.30
C 0.20 -0.34 2.64
C -0.96 0.30 1.80
N -0.88 0.29 0.27
C -0.48 -1.03 -0.30
C -1.69 -2.00 -0.23
C -0.13 1.45 -0.22
C 1.32 1.30 -0.02
H 0.09 -1.42 2.52
H -0.01 -0.33 3.71
H 1.18 -0.06 2.27
H -1.91 -0.16 2.11
H -1.12 1.35 2.02
H -0.18 -1.05 -1.35
H 0.33 -1.55 0.20
H -2.55 -1.57 -0.75
H -1.45 -2.94 -0.71
H -2.09 -2.08 0.78
H -0.38 2.40 0.26
H -0.30 1.62 -1.28
H 1.90 1.94 -0.68
H 1.85 0.37 -0.21
H 1.72 1.49 0.97

=====

Density functional theory data (ωB97M-V with the def2-TZVPD basis set) for a 3-piece molecular cluster, C29H47BF10N6O6S2 overall.

As for the spin multiplicity: 3. Its HOMO energy (spin up / spin down) is -8.3 / -9.2 eV. As for the expectation value of S²: 2.01. Its net charge is 0.

Geometry (Å):
N -4.21 -2.23 5.58
C -3.17 -1.37 5.01
C -2.15 -2.30 4.30
C -1.29 -1.53 3.25
C 0.11 -2.08 3.53
O 0.98 -1.64 4.21
N 0.12 -3.35 2.84
C -0.74 -3.27 1.61
B 0.37 -3.12 0.37
N 0.04 -3.27 -1.03
O 1.66 -2.87 0.74
S -1.57 -4.87 1.61
O -2.62 -5.01 2.57
O -1.96 -5.20 0.27
C -0.29 -6.18 2.07
F -0.63 -7.30 1.47
F 0.95 -5.82 1.79
F -0.39 -6.36 3.40
C -1.49 -1.90 1.81
N -0.76 -1.05 0.81
C -0.37 0.06 1.16
S 0.20 1.38 1.70
C -2.97 -1.69 1.43
F -3.81 -2.56 2.03
F -3.33 -0.46 1.86
C -3.32 -1.72 -0.09
F -2.60 -2.63 -0.74
F -3.13 -0.51 -0.64
C -4.82 -2.08 -0.35
F -5.64 -1.35 0.40
F -5.07 -1.76 -1.63
F -5.05 -3.37 -0.21
H -4.62 -2.78 4.84
H -4.95 -1.65 5.95
H -3.57 -0.67 4.27
H -2.65 -0.88 5.82
H -2.72 -3.13 3.89
H -1.49 -2.65 5.08
H -1.45 -0.49 3.51
H -0.20 -4.01 3.55
H -0.43 -2.47 -1.44
H -0.45 -4.12 -1.26
H 2.17 -3.66 0.54
C -5.21 3.86 -1.91
C -4.01 3.86 -0.92
C -4.02 5.05 0.05
C -3.50 6.38 -0.49
C -2.16 6.17 -1.19
C -2.24 5.09 -2.27
N -2.74 3.80 -1.69
O -1.80 3.27 -0.97
C -3.14 5.63 -3.40
C -0.88 4.88 -2.92
C -4.23 2.61 -0.06
H -4.93 4.11 -2.93
H -5.64 2.86 -1.99
H -6.00 4.55 -1.59
H -3.40 4.79 0.92
H -5.04 5.18 0.44
H -4.23 6.84 -1.15
H -3.37 7.08 0.34
H -1.83 7.11 -1.64
H -1.40 5.90 -0.45
H -3.24 4.90 -4.21
H -2.70 6.53 -3.82
H -4.14 5.91 -3.07
H -0.11 4.60 -2.20
H -0.56 5.80 -3.41
H -0.94 4.10 -3.68
H -4.14 1.70 -0.65
H -5.24 2.65 0.35
H -3.54 2.55 0.78
C 4.08 -0.01 -2.32
C 4.80 -0.31 -0.98
C 5.87 0.74 -0.62
C 7.22 0.60 -1.31
C 7.72 -0.84 -1.23
C 6.69 -1.83 -1.77
N 5.39 -1.68 -1.05
O 5.50 -2.17 0.14
C 6.56 -1.59 -3.29
C 7.19 -3.26 -1.64
C 3.71 -0.19 0.07
H 4.35 -0.67 -3.13
H 3.00 -0.16 -2.22
H 4.25 1.02 -2.65
H 6.06 0.67 0.46
H 5.46 1.73 -0.79
H 7.16 0.94 -2.35
H 7.94 1.26 -0.82
H 8.65 -0.94 -1.80
H 7.97 -1.08 -0.19
H 5.84 -2.28 -3.73
H 7.53 -1.78 -3.76
H 6.28 -0.58 -3.56
H 7.44 -3.52 -0.61
H 8.10 -3.39 -2.23
H 6.45 -3.97 -2.00
H 2.95 -0.97 -0.04
H 3.21 0.78 -0.04
H 4.09 -0.24 1.09

=====

Density functional theory data (ωB97M-V with the def2-TZVPD basis set) for a 2-piece molecular cluster, C4H12NO2S2 overall.

As for the spin multiplicity: 2. Its HOMO energy (spin up / spin down) is -9.1 / -9.0 eV. As for the expectation value of S²: 0.76. Its net charge is 0.

Geometry (Å):
S -3.10 -0.16 -2.83
S -2.52 -0.06 -0.57
C -0.83 -0.85 -0.87
C -0.02 -0.78 0.40
C -1.07 -0.90 1.55
O -2.11 -0.02 1.17
N 0.84 0.40 0.43
C 1.10 0.97 1.77
H -2.69 -1.39 -3.16
H -0.44 -0.30 -1.72
H -1.17 -1.81 -1.26
H 0.61 -1.69 0.46
H -1.41 -1.93 1.57
H -0.63 -0.60 2.49
H 0.52 1.18 -0.12
H 0.23 1.50 2.17
H 1.48 0.27 2.49
H 1.81 1.78 1.56
H 2.93 1.60 -1.07
H 3.03 1.16 -2.58
O 3.48 1.63 -1.88

=====

Density functional theory data (ωB97M-V with the def2-TZVPD basis set) for C5H10N2 in the gas phase.

Its HOMO energy is -5.8 eV. Its net charge is 0.

Geometry (Å):
C 1.83 -0.80 0.91
C 0.20 0.57 -0.59
C -1.07 0.01 -0.44
N 0.72 1.68 -1.31
N -0.70 -0.61 0.89
C 0.64 0.14 0.78
C -2.26 -0.22 -1.03
H 0.84 1.47 -2.29
H 0.14 2.52 -1.23
H -0.62 -1.63 0.87
H -1.30 -0.32 1.65
H 0.71 0.92 1.56
H -3.00 -0.86 -0.57
H -2.51 0.22 -1.98
H 1.73 -1.62 0.19
H 2.73 -0.25 0.67
H 1.92 -1.21 1.91

=====

Density functional theory data (ωB97M-V with the def2-TZVPD basis set) for a 2-piece molecular cluster, C2HClF2O2 overall.

Its HOMO energy is -9.2 eV. The SMILES is O=C=C(F)Cl.OF. Its net charge is 0.

Geometry (Å):
O -0.40 1.69 -1.33
C 0.23 1.38 -0.37
C 1.06 1.25 0.61
F 2.25 0.67 0.63
Cl 0.41 1.57 2.19
O -1.16 -1.76 -0.80
F -0.75 -2.38 0.36
H -1.65 -2.42 -1.28

=====

Density functional theory data (ωB97M-V with the def2-TZVPD basis set) for a 2-piece molecular cluster, C4H13N3O overall.

Its HOMO energy is -9.2 eV. The SMILES is NC(N)=O.CCNC. Its net charge is 0.

Geometry (Å):
N 0.92 -1.38 -0.01
C 1.78 -0.76 0.83
N 2.42 -1.58 1.74
O 1.99 0.44 0.81
H 0.61 -2.31 0.21
H 0.30 -0.77 -0.65
H 3.21 -1.17 2.22
H 2.49 -2.56 1.55
C -2.26 -0.03 0.70
C -1.26 0.94 0.11
N -0.71 0.45 -1.23
C 0.22 1.40 -1.82
H -2.59 0.32 1.68
H -3.14 -0.12 0.06
H -1.82 -1.01 0.82
H -0.38 1.04 0.76
H -1.73 1.92 -0.04
H -1.48 0.28 -1.87
H -0.24 2.38 -2.03
H 1.04 1.54 -1.11
H 0.62 0.99 -2.74

=====

Density functional theory data (ωB97M-V with the def2-TZVPD basis set) for a 3-piece molecular cluster, C3H9O3S overall.

As for the spin multiplicity: 2. Its HOMO energy (spin up / spin down) is 3.2 / -0.3 eV. As for the expectation value of S²: 0.75. Its net charge is -2.

Geometry (Å):
O -1.93 -3.45 1.06
C -2.27 -2.23 0.87
C -0.95 -1.16 0.74
C -0.87 -1.02 -0.80
S -0.45 3.04 1.34
H -3.22 -1.93 0.80
H -1.11 -0.05 1.11
H -0.11 -1.69 1.12
H 0.27 -0.90 -1.20
H -1.11 -1.98 -1.26
H 1.77 3.28 1.47
H -1.11 -0.19 -1.44
O 1.34 3.07 2.20
H 3.20 1.29 -1.40
H 3.01 2.40 -2.30
O 3.53 1.54 -2.32

=====

Density functional theory data (ωB97M-V with the def2-TZVPD basis set) for a 2-piece molecular cluster, C3H8NO overall.

Its HOMO energy is -13.1 eV. Its net charge is +1.

Geometry (Å):
C 1.82 -0.27 -0.04
C 1.47 0.99 -0.23
O 0.17 1.43 -0.31
H 2.86 -0.53 0.00
H 1.10 -1.07 0.08
H 2.23 1.75 -0.32
H 0.20 2.38 -0.53
C -1.69 -0.36 -0.24
N -1.61 -1.22 0.69
H -2.26 0.55 -0.07
H -1.25 -0.55 -1.21
H -1.07 -2.08 0.57
H -1.98 -1.02 1.62